Entry 1:
Entry from the Open Molecules 2025 dataset: an isolated ion of composition CH2N2O3S and charge -2 at a distorted geometry (ωB97M-V/def2-TZVPD).

Geometry (Å):
1 C -3.41589 -0.40055 0.10359
2 N -2.10731 -0.58466 0.41023
3 N 0.38895 0.25491 -0.58937
4 O -3.59749 0.76450 -0.40412
5 O -4.30808 -1.29601 0.18400
6 O -1.35987 1.91637 0.55308
7 S -1.56470 0.78094 -0.36108
8 H 0.72498 -0.66681 -0.22745
9 H 0.77883 0.75243 0.24012

The charge is -2. The SMILES is NS12([O-])=N[C@@]1([O-])O2. For the HOMO energy, the calculation gives 0.7 eV. The energy relative to the best compared isomer or geometry (same formula, charge and spin) is 26.9 kcal per mole. The calculated total energy comes out at -21024.709 eV.

Entry 2:
Entry from the Open Molecules 2025 dataset: a 2-piece molecular cluster, C24H24F4O3 overall at a distorted geometry (ωB97M-V/def2-TZVPD).

Geometry (Å):
1 C -2.10661 -2.54723 -3.14239
2 C -0.78296 -2.38889 -2.44246
3 O -0.99541 -1.76140 -1.16658
4 C 0.01435 -1.89846 -0.25097
5 C -0.26948 -1.02743 0.93372
6 C 0.73085 -1.09144 2.01180
7 O 1.95343 -0.94703 1.79904
8 C 0.28795 -1.29537 3.47482
9 C -0.32455 -0.05806 4.12508
10 C -1.84712 0.08799 3.97711
11 C -2.30109 0.76569 2.66436
12 C -2.64106 -0.19323 1.51829
13 C -1.67947 -1.33731 1.34637
14 O 0.92624 -2.69109 -0.39513
15 H -1.92692 -2.86474 -4.16857
16 H -2.70625 -3.31224 -2.64648
17 H -2.66061 -1.60715 -3.15759
18 H -0.28023 -3.35153 -2.29932
19 H -0.12184 -1.72241 -3.00954
20 H -0.38631 -2.16502 3.53347
21 H 1.19323 -1.55778 4.04628
22 H -0.09611 -0.10949 5.20343
23 H 0.17668 0.84931 3.74903
24 H -2.33469 -0.88970 4.09830
25 H -2.19050 0.72169 4.80721
26 H -3.20769 1.35338 2.88956
27 H -1.53719 1.48228 2.32700
28 H -3.64188 -0.61995 1.68216
29 H -2.69849 0.38357 0.58601
30 H -2.09973 -1.98296 0.56658
31 H -1.63002 -1.94142 2.26356
32 F 1.51093 0.78935 -5.41763
33 C 1.83411 0.20006 -4.21222
34 C 2.80311 -0.79472 -4.20307
35 C 3.13065 -1.34279 -2.95897
36 F 4.10778 -2.30817 -2.88871
37 C 2.50346 -0.94102 -1.79401
38 C 1.48525 0.05003 -1.81836
39 C 0.94798 0.42337 -0.53122
40 C 0.66063 1.81713 -0.24404
41 C 1.23089 2.31888 0.95564
42 C 1.29780 3.68616 1.15805
43 F 1.94308 4.15628 2.27918
44 C 0.76061 4.60595 0.26152
45 C 0.08428 4.08214 -0.84304
46 F -0.48838 4.95730 -1.74121
47 C -0.01681 2.71167 -1.09798
48 C 1.17637 0.64603 -3.06199
49 H 3.30164 -1.12373 -5.10815
50 H 2.83583 -1.34222 -0.83691
51 H 1.60412 -0.01321 0.22961
52 H 1.73344 1.62833 1.63780
53 H 0.83904 5.67841 0.41962
54 H -0.56842 2.36554 -1.96683
55 H 0.46610 1.46663 -3.14122

For the HOMO energy, the calculation gives -8.3 eV. The energy relative to the best compared isomer or geometry (same formula, charge and spin) is 0.0 kcal per mole. The calculated total energy comes out at -42286.783 eV.